Here is 7 unconnected molecules or ions with the total composition C6H24BF4N12O6 in a non-equilibrium geometry from the Open Molecules 2025 dataset. Energies are from ωB97M-V/def2-TZVPD.

```
! wB97M-V def2-TZVPD RIJCOSX def2/J DEFGRID3
* xyz -1 1
B 12.686 9.095 -9.973
F 12.214 7.806 -9.832
F 13.559 9.144 -11.085
F 11.688 10.010 -10.083
F 13.332 9.445 -8.817
C 11.553 10.167 -13.769
O 10.961 10.530 -14.738
N 10.995 9.894 -12.653
N 12.860 9.917 -13.757
H 11.522 9.710 -11.809
H 10.002 10.030 -12.772
H 13.266 9.428 -12.975
H 13.397 10.016 -14.605
C 15.627 6.109 -10.896
O 16.410 5.453 -11.593
N 14.501 5.690 -10.416
N 15.757 7.410 -10.800
H 13.913 6.410 -10.023
H 14.286 4.710 -10.317
H 16.463 7.941 -11.285
H 15.052 7.890 -10.263
C 13.599 12.894 -11.373
O 14.116 13.969 -11.501
N 12.296 12.740 -11.305
N 14.273 11.745 -11.268
H 11.851 11.883 -11.013
H 11.718 13.511 -11.604
H 13.747 10.940 -10.955
H 15.271 11.833 -11.151
C 9.064 7.401 -8.657
O 8.026 7.085 -8.089
N 9.319 8.609 -9.118
N 10.101 6.596 -8.882
H 10.223 8.864 -9.480
H 8.563 9.271 -9.022
H 9.965 5.633 -8.614
H 11.020 6.987 -9.052
C 16.105 10.471 -7.091
O 15.353 9.987 -6.281
N 17.116 11.244 -6.816
N 16.013 10.175 -8.377
H 17.237 11.482 -5.844
H 17.804 11.465 -7.519
H 15.139 9.729 -8.615
H 16.472 10.744 -9.072
C 12.060 8.447 -5.187
O 11.144 8.047 -4.548
N 11.929 9.088 -6.269
N 13.295 8.485 -4.733
H 12.764 9.414 -6.733
H 11.015 9.196 -6.681
H 14.101 8.868 -5.207
H 13.435 8.295 -3.752
*
```

- ΔE to the lowest compared entry with this formula, charge and spin: 0.0000 eV
- Highest occupied orbital energy: -7.090 eV
- Orbital gap: 9.2 eV
- E: -1776.400549 Eh
- Largest force on an atom: 6.50 eV Å⁻¹

Per-atom Mulliken charges, elementary charge units: atom 1 (B): 0.891, atom 2 (F): -0.510, atom 3 (F): -0.291, atom 4 (F): -0.672, atom 5 (F): -0.316, atom 6 (C): 0.514, atom 7 (O): -0.727, atom 8 (N): -0.208, atom 9 (N): -0.245, atom 10 (H): 0.179, atom 11 (H): 0.169, atom 12 (H): 0.185, atom 13 (H): 0.161, atom 14 (C): 0.557, atom 15 (O): -0.744, atom 16 (N): -0.258, atom 17 (N): -0.232, atom 18 (H): 0.157, atom 19 (H): 0.192, atom 20 (H): 0.157, atom 21 (H): -0.017, atom 22 (C): 0.465, atom 23 (O): -0.713, atom 24 (N): -0.220, atom 25 (N): -0.179, atom 26 (H): 0.145, atom 27 (H): 0.179, atom 28 (H): 0.053, atom 29 (H): 0.181, atom 30 (C): 0.527, atom 31 (O): -0.729, atom 32 (N): -0.275, atom 33 (N): -0.326, atom 34 (H): 0.185, atom 35 (H): 0.162, atom 36 (H): 0.153, atom 37 (H): 0.433, atom 38 (C): 0.454, atom 39 (O): -0.707, atom 40 (N): -0.408, atom 41 (N): -0.297, atom 42 (H): 0.257, atom 43 (H): 0.165, atom 44 (H): 0.269, atom 45 (H): 0.249, atom 46 (C): 0.637, atom 47 (O): -0.711, atom 48 (N): -0.260, atom 49 (N): -0.353, atom 50 (H): 0.141, atom 51 (H): 0.107, atom 52 (H): 0.297, atom 53 (H): 0.180